This record from the Open Molecules 2025 dataset describes a molecular structure, C2H11N2O2Re. The level of theory is ωB97M-V with the def2-TZVPD basis set.

```
18
Properties=species:S:1:pos:R:3:forces:R:3
C -2.3628 -1.2290 1.1352 -1.977 2.427 -0.353
Re 1.6799 -0.1575 -0.7549 -2.152 -0.451 2.323
N 1.5252 1.8999 -1.3267 0.327 0.172 -0.807
N -0.1554 -1.0637 -1.9489 -0.748 0.347 -0.253
H 2.5292 1.8775 -1.1179 0.090 1.154 -0.438
H -2.6094 -0.2327 0.7051 0.543 -0.264 -0.003
H -2.6767 -1.0685 2.1546 0.660 -0.393 0.637
H -1.3457 -1.4522 0.9329 0.690 -0.637 0.151
H -3.1556 -1.8053 0.7050 0.129 -1.123 -0.443
H 0.4628 -1.6236 -2.5066 -0.106 -0.729 -0.690
H -0.7562 -0.5334 -2.6109 0.654 -0.252 0.638
H -0.8182 -1.7177 -1.4726 0.993 0.708 -0.170
H 1.3895 2.0459 -2.3453 0.088 0.161 0.921
H 1.1233 2.7147 -0.8184 0.200 -1.092 -0.235
O 2.2359 0.7290 3.1282 -2.348 0.077 -1.511
C 1.2808 0.6503 2.3944 1.967 -0.895 -0.165
O 1.3840 -0.1994 1.1923 -0.241 1.691 0.881
H 0.2692 1.1657 2.5547 1.229 -0.902 -0.484
```
Forces are in eV/Å.

* gap between HOMO and LUMO (spin up / spin down): 7.472 / 7.255 eV
* charge: +1
* 2S+1: 4
* energy relative to the best compared isomer or geometry (same formula, charge and spin): 0.431 eV

This record from the Open Molecules 2025 dataset describes 3 unconnected molecules or ions with the total composition C13H35BNO12P2. The level of theory is ωB97M-V with the def2-TZVPD basis set.

```
64
Properties=species:S:1:pos:R:3:forces:R:3
C 3.3339 0.8305 0.7087 0.490 0.593 -0.049
C 2.3953 1.9589 0.2786 -0.407 -1.206 0.628
O 2.4035 2.0986 -1.1767 -0.015 0.643 0.253
B 2.6433 3.2874 -1.7174 0.733 -0.558 0.016
O 3.6696 3.5007 -2.5742 -0.140 0.213 0.382
N 1.6755 4.5243 -1.4666 -0.019 -0.028 -0.704
C 0.2281 4.1073 -1.6018 -0.953 0.375 0.786
C -0.5539 4.4170 -0.3304 1.066 -2.241 -1.010
C -1.6619 3.3408 -0.0194 -0.582 2.217 0.482
O -0.3012 3.6392 0.7272 -0.204 1.729 0.723
O 1.8999 5.1675 -0.2178 0.030 -0.292 -0.102
C 2.8450 6.2513 -0.3392 0.103 0.665 0.706
C 3.1025 6.7322 1.0796 -0.104 -0.749 0.038
H 2.8556 0.1632 1.4189 -0.090 -0.124 -0.104
H 3.7169 0.2860 -0.1504 -0.217 -0.179 -0.036
H 4.2012 1.2619 1.2077 0.089 -0.113 0.025
H 2.6767 2.8748 0.7934 -0.129 0.266 -0.329
H 1.3852 1.6926 0.5755 -0.158 0.276 -0.145
H 4.2037 4.2829 -2.3998 0.007 0.154 -0.511
H 1.8797 5.2035 -2.2046 -0.075 0.132 0.074
H 0.1240 3.0400 -1.7434 0.465 -0.069 -0.102
H -0.2704 4.6357 -2.4119 0.405 0.074 -0.257
H -0.8127 5.4517 -0.1257 -0.104 0.073 -0.138
H -2.3710 4.2112 0.1188 0.101 -0.133 1.095
H -2.0186 2.8591 0.8969 -0.315 -1.825 -1.092
H 3.7956 5.9187 -0.7604 -0.133 -0.169 -0.278
H 2.3903 7.0632 -0.9111 0.102 -0.165 -0.394
H 3.1929 5.8451 1.7083 0.074 0.051 0.123
H 4.0527 7.2546 1.1340 -0.088 0.267 -0.039
H 2.2814 7.3263 1.4671 0.054 0.179 -0.034
C -0.9716 0.6631 -2.7986 -0.094 0.125 0.183
O -2.0476 0.0298 -2.0906 1.858 -0.751 -1.865
P -2.2360 -1.5905 -2.0336 -3.501 -0.995 3.717
O -3.6759 -1.7832 -2.2256 0.088 0.158 -0.482
O -1.7789 -1.7536 -0.4977 0.253 0.006 -0.244
C -0.4751 -1.3193 -0.1188 -0.082 0.049 0.110
O -1.5323 -2.9594 -2.5007 1.638 1.718 -1.445
C -1.6052 -3.3151 -3.9009 -0.143 -0.233 -0.061
H -1.3832 1.4754 -3.3969 -0.048 -0.026 0.002
H -0.2656 1.0673 -2.0695 0.059 -0.080 -0.030
H -0.4389 -0.0210 -3.4603 0.008 0.000 -0.005
H -0.5400 -0.3254 0.3314 0.007 0.012 -0.032
H 0.2133 -1.2843 -0.9686 0.031 -0.067 0.029
H -0.0832 -2.0183 0.6179 -0.021 -0.025 -0.004
H -1.2797 -2.4947 -4.5392 0.005 0.002 -0.016
H -2.6252 -3.5978 -4.1538 -0.030 0.078 0.044
H -0.9425 -4.1619 -4.0523 0.028 0.010 0.091
C -2.3038 -4.2098 1.3359 0.058 0.102 0.000
O -1.3004 -4.2085 2.3817 -2.181 -0.808 -0.338
P -1.3093 -5.2782 3.5827 4.161 -0.540 1.577
O -1.0231 -4.5746 4.8319 -0.595 0.294 -0.026
O -0.0416 -6.1444 3.0967 -0.140 0.012 0.073
C -0.0236 -6.6720 1.7758 0.064 0.052 0.013
O -2.2345 -6.5523 3.8527 -1.514 1.033 -1.528
C -3.5876 -6.3203 4.3031 -0.029 -0.097 0.211
H -2.6566 -3.1923 1.2081 -0.010 0.001 0.000
H -1.8488 -4.5477 0.4059 -0.003 0.002 0.003
H -3.1537 -4.8514 1.5727 0.068 -0.048 0.042
H 0.5695 -6.0225 1.1290 -0.037 0.011 -0.018
H -1.0280 -6.7729 1.3564 0.016 -0.066 0.008
H 0.4365 -7.6569 1.8090 -0.005 -0.008 0.032
H -4.1081 -5.6126 3.6578 -0.013 0.006 0.008
H -3.5756 -5.9474 5.3257 0.050 0.053 -0.022
H -4.1063 -7.2738 4.2690 0.070 -0.036 -0.034
```
Forces are in eV/Å.

* gap between HOMO and LUMO: 7.880 eV
* charge: +1

This record from the Open Molecules 2025 dataset describes a molecular structure, C37H51BrN2NiP2S. The level of theory is ωB97M-V with the def2-TZVPD basis set.

```
95
Properties=species:S:1:pos:R:3:forces:R:3
N -5.8720 4.3477 -4.8035 0.477 -0.575 0.679
C -5.7786 4.6988 -3.5111 0.383 -0.905 -0.111
C -5.1422 3.8950 -2.5372 0.202 -0.259 -0.451
C -4.4677 2.6877 -2.8853 -1.060 -0.151 -1.365
C -4.5827 2.3325 -4.2734 -0.658 1.008 -0.195
C -5.3079 3.1769 -5.1652 0.199 0.046 0.915
C -3.6248 1.9819 -1.8975 0.340 0.337 0.173
Ni -1.6839 0.2486 -0.4786 0.694 0.262 1.106
P 4.4753 -0.7716 -0.1213 -1.359 1.008 -0.509
C -2.5856 1.0838 -2.1758 -0.568 0.556 -0.822
C -1.1420 1.5099 -1.9280 0.005 1.120 0.649
C -0.1945 1.3503 -2.9967 0.158 1.175 0.595
C 0.9894 2.0952 -2.9654 -0.465 -0.280 0.419
C 1.3804 2.8085 -1.8094 -2.022 -0.848 -0.099
C 0.4612 3.0241 -0.7836 0.135 -0.461 -0.048
C -0.8185 2.4257 -0.8233 0.077 0.269 -1.396
Br 3.0904 3.4585 -1.6887 0.887 1.107 -0.260
H -3.7142 2.3862 -0.8696 0.446 0.219 -0.732
H -2.7344 0.4164 -3.0399 0.355 0.712 0.033
H -5.1442 4.2359 -1.5120 0.063 0.022 0.114
H -4.1578 1.4450 -4.7317 0.118 -0.011 0.397
H -6.2384 5.6548 -3.2500 0.160 -0.352 0.086
H -5.4605 2.9385 -6.2298 0.338 -0.182 0.659
H -0.4616 0.8323 -3.9237 -0.081 0.287 0.491
H -1.5727 2.9749 -0.2253 0.262 -0.982 -0.288
H 1.5800 2.2371 -3.8622 0.185 -0.510 0.030
H 0.7321 3.7199 0.0198 -0.247 -0.356 -0.268
P -1.1831 -1.9071 -0.7479 -0.930 0.549 -1.094
C 4.3005 1.0472 -0.0576 0.803 -0.399 0.183
C 5.5978 1.7148 -0.5315 0.227 0.126 -0.070
H 3.9843 1.3964 0.9427 0.091 -0.290 -0.498
H 3.4891 1.1151 -0.8063 0.136 0.400 0.600
H 5.6040 2.7930 -0.3363 -0.063 -0.296 0.023
H 6.4560 1.2622 -0.0145 -0.170 0.311 -0.131
H 5.7457 1.5832 -1.6100 -0.029 -0.035 0.184
C 3.8913 -1.1550 -1.8398 0.769 -0.435 -0.184
C 4.8409 -2.0769 -2.6388 -0.045 -0.300 -0.197
H 3.7771 -0.1870 -2.3673 -0.011 -0.450 0.383
H 2.9091 -1.6402 -1.6965 0.387 0.313 -0.150
H 4.5000 -2.1360 -3.6851 0.102 0.026 0.415
H 5.8837 -1.7213 -2.6536 -0.455 -0.016 0.064
H 4.8372 -3.1020 -2.2347 0.030 0.383 -0.117
C 3.2698 -1.4056 1.0734 0.497 -0.960 0.012
C 3.8908 -1.9567 2.3763 -0.133 -0.155 0.541
H 2.7701 -2.2136 0.5079 -0.124 0.339 0.467
H 2.5964 -0.5533 1.2599 -0.003 -0.406 -0.074
H 3.1285 -2.5493 2.9113 0.322 0.281 -0.207
H 4.7709 -2.6052 2.2264 -0.463 0.224 -0.213
H 4.2120 -1.1578 3.0601 -0.148 -0.106 -0.299
C -0.9096 -3.0716 0.6289 0.293 -0.295 0.990
C -1.7028 -4.3845 0.6525 0.210 -0.295 -0.267
H -1.0796 -2.5258 1.5623 -0.012 -0.068 -0.268
H 0.1639 -3.3059 0.6727 -0.114 0.106 -0.239
H -2.7434 -4.2306 0.9391 0.035 0.001 -0.091
H -1.6837 -4.8603 -0.3346 -0.075 -0.076 0.247
H -1.2713 -5.1095 1.3639 -0.091 0.426 -0.227
C 0.2974 -2.1449 -1.8044 0.636 -0.343 -0.053
C 0.2561 -2.0587 -3.3283 -0.141 -0.092 -0.491
H 0.7487 -3.0989 -1.5180 0.001 -0.077 -0.010
H 0.9755 -1.3535 -1.4453 -0.156 -0.185 0.031
H -0.5324 -2.6864 -3.7714 0.260 0.157 0.201
H 0.0993 -1.0292 -3.6652 -0.006 -0.377 0.075
H 1.2188 -2.4005 -3.7646 -0.516 0.187 0.313
C -2.6863 -2.4805 -1.6179 0.196 -1.526 -0.560
C -4.0306 -2.1933 -0.9171 0.229 0.362 -0.125
H -2.5460 -3.5818 -1.7518 -0.462 0.721 -0.215
H -2.6945 -2.0269 -2.6214 0.126 -0.146 0.265
H -4.8444 -2.6737 -1.4975 0.416 0.270 0.492
H -4.0168 -2.5979 0.1106 -0.247 0.237 -0.415
H -4.2227 -1.0912 -0.8911 0.105 -0.859 0.108
N -1.6932 -0.2144 1.4398 -0.140 0.300 2.514
S -1.6308 0.1507 3.0838 0.079 -0.432 0.064
C -0.5484 -1.1264 4.0472 0.458 0.249 -0.016
C -1.0389 -2.4337 4.1927 -0.318 0.013 -0.335
C -0.2813 -3.4293 4.8353 -0.273 0.234 -0.005
C 0.9241 -3.1090 5.4663 0.022 0.288 -0.289
C 1.4086 -1.8026 5.3745 -0.768 0.439 -0.381
C 0.6718 -0.8129 4.6658 0.313 -0.156 0.059
C -0.7057 1.6847 3.2851 -0.061 0.411 -0.189
C 0.5135 1.7875 2.6284 0.561 0.649 0.473
C 1.3566 2.8816 2.8880 -0.551 -0.153 0.074
C 0.9362 3.9173 3.7307 -0.195 -0.187 -0.229
C -0.3547 3.8860 4.2687 -0.080 -0.336 -0.024
C -1.1858 2.7717 4.0573 0.199 -0.515 0.005
H -2.5356 -0.8068 1.4223 0.183 0.200 0.100
H -2.0434 -2.6709 3.8181 0.480 -0.059 0.018
H -0.6435 -4.4645 4.8647 -0.027 0.574 0.075
H 1.4762 -3.8635 6.0377 -0.233 0.290 -0.341
H 2.3459 -1.5376 5.8656 -0.312 0.049 -0.142
H 1.0559 0.2085 4.6292 -0.052 -0.338 0.002
H 0.8192 1.0098 1.9473 0.095 -0.190 -0.056
H 2.3426 2.9148 2.4406 -0.048 0.057 -0.057
H 1.5942 4.7670 3.9424 -0.264 -0.393 -0.105
H -0.6949 4.7259 4.8845 0.019 -0.450 -0.274
H -2.1806 2.7321 4.5126 0.409 -0.030 -0.146
```
Forces are in eV/Å.

* gap between HOMO and LUMO (spin up / spin down): 6.605 / 3.618 eV
* charge: +2
* 2S+1: 3
* energy relative to the best compared isomer or geometry (same formula, charge and spin): 1.930 eV

So what do the calculations give for strongest force on any atom? Going down the list: 3.20, 5.20, 2.54 eV/Å.
So what do the calculations give for energy? Going down the list: -420.65706, -2181.20016, -6712.47194 hartree.